Entry from the Open Molecules 2025 dataset: a cluster of 13 separate species, C63H160N8O21 in total in a non-equilibrium geometry (the ωB97M-V functional and the def2-TZVPD basis).

XYZ file:
```
252
Properties=species:S:1:pos:R:3:forces:R:3:lowdin_charge:R:1
C -11.518 -5.550 -23.787 -0.1836 0.0117 -0.3646 -0.0505
C -12.140 -5.582 -22.404 -0.0395 0.4394 -1.2369 -0.4975
C -11.818 -6.772 -21.590 -0.1912 -0.5064 0.9547 -0.0488
O -11.780 -4.404 -21.707 -0.7048 0.3203 0.2464 -0.0656
H -11.718 -4.559 -24.194 0.1967 0.0226 -0.1367 0.0816
H -12.009 -6.264 -24.448 0.0261 -0.1508 0.0133 0.0793
H -10.449 -5.758 -23.812 0.1038 0.0779 0.1894 0.0825
H -13.213 -5.554 -22.593 -0.1858 0.3095 0.3552 0.1437
H -12.006 -7.712 -22.109 0.2795 -0.0162 -0.0607 0.0903
H -12.472 -6.749 -20.719 -0.0079 -0.1603 0.2085 0.0791
H -10.802 -6.687 -21.205 0.1859 -0.4070 -0.2194 0.0781
H -10.823 -4.342 -21.655 0.5295 0.1338 0.1451 0.0515
C -18.373 -8.874 -15.922 0.0670 -0.2380 0.9504 -0.0506
C -19.286 -7.778 -15.345 0.0601 0.0640 -1.7813 -0.4504
C -18.550 -6.588 -14.817 1.0144 0.4148 1.2511 -0.0623
O -20.082 -7.280 -16.446 -0.3122 -0.2801 0.5330 -0.0675
H -18.822 -9.865 -15.996 -0.5583 0.0387 0.2109 0.0652
H -17.579 -8.994 -15.184 0.5041 -0.1411 -0.3510 0.0733
H -18.012 -8.693 -16.934 0.2341 0.6146 0.2771 0.0697
H -19.913 -8.202 -14.561 -0.1951 -0.0168 0.0573 0.1338
H -17.837 -6.114 -15.491 -0.3052 -0.0592 -0.4768 0.0832
H -17.926 -6.865 -13.968 0.1321 -0.4600 0.1326 0.0704
H -19.175 -5.822 -14.357 -0.4383 0.0034 -0.5202 0.0885
H -20.394 -8.074 -16.885 -0.2902 0.0747 -0.2871 0.0764
C -7.954 -2.152 -19.541 0.7482 -1.3197 0.2130 -0.0258
C -8.211 -3.556 -20.176 -1.6955 0.3789 0.9523 -0.4186
C -8.931 -4.577 -19.268 1.1942 0.0310 0.2653 -0.0329
O -9.225 -3.369 -21.148 -0.3179 0.1729 -1.4139 -0.0980
H -7.210 -2.246 -18.749 -0.0980 0.0007 0.2904 0.0638
H -8.877 -1.744 -19.131 0.0176 -0.1087 -0.0549 0.0662
H -7.502 -1.436 -20.228 -0.2154 -0.0983 -0.3709 0.0753
H -7.348 -4.054 -20.618 0.3311 0.3502 0.0119 0.1342
H -8.205 -4.985 -18.565 -0.1827 0.0919 0.4570 0.0837
H -9.264 -5.439 -19.845 0.0249 0.1393 -0.2763 0.0640
H -9.809 -4.166 -18.767 0.1807 0.1722 0.0819 0.0699
H -8.978 -2.669 -21.756 0.0468 0.1277 -0.1349 0.1035
C -14.336 -1.422 -18.553 1.2021 -0.4494 -0.1335 -0.0274
C -13.281 -1.996 -19.541 0.0808 0.4513 0.1827 -0.4657
C -11.801 -1.866 -19.115 -0.7028 0.3488 0.6320 -0.0394
O -13.516 -3.358 -19.743 -0.8007 -0.8118 0.5826 -0.0692
H -13.926 -0.481 -18.186 -0.4747 0.3312 -0.1406 0.0681
H -14.421 -2.054 -17.669 0.1947 -0.2832 -0.0037 0.0574
H -15.351 -1.346 -18.943 0.2431 0.2598 -0.3181 0.0729
H -13.366 -1.562 -20.537 -0.2170 0.8024 0.0248 0.1306
H -11.444 -0.858 -18.904 -0.1501 0.3308 -0.4968 0.0794
H -11.201 -2.337 -19.894 0.2061 0.0617 0.1960 0.0577
H -11.664 -2.353 -18.149 0.0563 -0.5364 -0.0115 0.0637
H -12.810 -3.659 -20.320 0.1843 -0.5695 -0.5192 0.0336
C -14.873 -6.315 -13.621 0.8676 -0.6605 0.7714 -0.0670
C -15.364 -4.894 -13.816 -0.4159 0.1964 1.1302 -0.4843
C -14.714 -3.783 -12.973 0.3479 -0.2876 -0.7485 -0.0375
O -15.281 -4.454 -15.142 -0.4275 0.3171 -0.6482 -0.0595
H -14.934 -6.707 -12.606 -0.5050 0.5758 0.4909 0.0812
H -13.807 -6.462 -13.794 0.0748 0.2551 -0.6231 0.0620
H -15.431 -7.062 -14.184 0.0043 0.2782 -0.4916 0.0566
H -16.418 -4.936 -13.542 -0.3328 0.2096 -0.0747 0.1155
H -15.148 -2.831 -13.281 -0.5300 -0.0424 0.3576 0.0765
H -13.706 -3.653 -13.365 0.4769 -0.3298 0.4176 0.0524
H -14.733 -3.926 -11.892 0.0108 0.0046 -0.0776 0.0800
H -14.671 -5.024 -15.616 0.3490 -0.5404 0.0783 0.0096
C -17.176 -4.453 -19.650 -0.3607 0.8266 -1.2781 -0.0813
O -18.499 -4.773 -20.111 0.6406 0.8420 -0.8191 -0.1931
C -19.281 -5.536 -19.252 0.1193 -1.6440 1.1193 -0.2505
C -20.610 -6.036 -19.937 1.6080 1.7497 0.3382 -0.1538
N -21.543 -4.902 -20.120 0.9001 -0.9685 -0.8611 -0.0620
C -22.197 -4.573 -18.893 -0.8083 0.8796 0.0791 -0.2358
C -22.891 -3.190 -18.931 1.3735 -0.3118 0.9501 -0.1988
O -21.837 -2.198 -18.844 -1.2294 1.4766 -0.7239 -0.2038
C -22.395 -0.846 -19.051 0.4130 -1.0793 0.5657 -0.0870
H -16.443 -5.257 -19.588 -0.5433 -0.6914 0.5029 0.0721
H -17.159 -3.797 -18.780 -0.2052 -0.3221 0.3654 0.0901
H -16.745 -3.865 -20.461 -0.1472 0.2467 -0.0469 0.0832
H -19.396 -5.031 -18.293 -0.4465 0.2113 0.1162 0.1103
H -18.653 -6.400 -19.031 -0.2081 -0.6826 0.3707 0.1041
H -21.102 -6.849 -19.403 0.2375 0.0124 0.0495 0.1072
H -20.165 -6.369 -20.875 -0.8050 -0.2486 -0.4216 0.1098
H -20.921 -4.156 -20.397 -0.2124 0.5508 -0.1159 0.0970
H -21.533 -4.554 -18.029 0.2553 0.1462 0.2365 0.1087
H -22.915 -5.364 -18.674 -0.3491 0.0699 -0.0270 0.1173
H -23.452 -3.138 -17.998 -0.4692 0.1883 -0.0005 0.1120
H -23.537 -2.981 -19.784 0.0490 -0.3083 -0.1763 0.1172
H -23.203 -0.637 -18.350 -0.1931 -0.2901 0.1848 0.0752
H -22.797 -0.696 -20.053 0.1521 -0.2598 -0.1981 0.0787
H -21.644 -0.083 -18.842 0.3272 -0.4018 -0.1588 0.0791
C -11.671 -9.591 -14.993 -0.5395 0.1990 -0.2270 -0.0923
O -12.195 -10.087 -13.801 0.1585 -0.6870 0.6213 -0.1876
C -13.572 -9.870 -13.648 -0.6734 -1.7146 0.4341 -0.2001
C -14.049 -10.872 -12.585 0.3504 1.0533 0.9961 -0.1901
N -13.643 -10.472 -11.232 0.2076 -0.1177 1.0033 -0.0553
C -13.855 -11.571 -10.268 0.2600 0.7701 0.7016 -0.1800
C -13.017 -11.376 -8.961 -0.9590 -1.0989 -0.6796 -0.2395
O -11.700 -11.668 -9.257 1.6617 1.4122 -1.6989 -0.2347
C -10.738 -11.588 -8.209 -1.3803 -0.6249 -0.6487 -0.0744
H -11.722 -8.509 -14.874 0.6983 0.3300 -0.7602 0.0844
H -12.285 -9.900 -15.839 -0.3861 0.1562 -0.2410 0.0732
H -10.698 -10.032 -15.211 0.2417 0.4647 0.5636 0.0958
H -14.121 -10.186 -14.535 0.0617 0.1430 -0.5619 0.0968
H -13.869 -8.844 -13.428 0.2993 0.2018 0.2272 0.1048
H -13.598 -11.850 -12.753 -0.2129 -0.2658 -0.7332 0.1073
H -15.137 -10.935 -12.571 -0.0191 -0.1615 -0.2798 0.1175
H -12.636 -10.403 -11.191 0.4117 0.4821 -0.5970 0.0751
H -13.546 -12.486 -10.772 -0.2270 -0.5931 0.3732 0.1078
H -14.900 -11.576 -9.956 -0.1609 -0.3519 -0.2080 0.1141
H -13.236 -12.127 -8.202 -1.1402 -0.0238 0.2637 0.1155
H -13.249 -10.386 -8.569 0.4547 0.3529 0.1298 0.1141
H -9.761 -11.664 -8.686 -0.0674 -0.0450 0.2694 0.0942
H -11.019 -12.476 -7.642 0.8314 0.0478 0.9106 0.0871
H -10.841 -10.669 -7.632 0.1004 0.0419 0.1126 0.0830
C -17.236 -12.546 -15.230 0.6633 0.5848 0.8919 -0.0572
O -15.812 -12.450 -14.828 -2.7518 0.2822 0.3404 -0.2087
C -15.002 -13.491 -15.267 0.9725 -1.0374 -0.2661 -0.2377
C -14.970 -14.850 -14.494 -0.0818 1.6271 0.4866 -0.1882
N -16.280 -15.487 -14.300 0.9608 0.2219 -0.0292 -0.0416
C -16.100 -16.886 -14.518 0.2238 -2.1288 0.5323 -0.2324
C -15.294 -17.655 -13.411 -0.5429 1.0733 -0.5643 -0.2102
O -16.115 -17.478 -12.255 0.7671 -0.8412 1.5027 -0.2007
C -15.530 -17.796 -10.949 -0.2973 0.4288 -0.5004 -0.0753
H -17.841 -11.747 -14.802 0.7809 0.5619 0.5228 0.0596
H -17.740 -13.413 -14.802 0.4646 -0.5049 -0.7419 0.0728
H -17.368 -12.341 -16.293 0.2811 -0.8327 -0.2857 0.0813
H -14.002 -13.079 -15.133 0.2862 -0.0658 -0.2984 0.1133
H -15.168 -13.662 -16.331 -0.0684 -0.1561 -0.2610 0.1159
H -14.456 -14.641 -13.555 -0.3834 0.2645 0.5926 0.1092
H -14.233 -15.545 -14.895 -0.2016 0.1151 -0.9163 0.1114
H -16.495 -15.400 -13.317 -0.4069 0.1844 0.1522 0.1050
H -15.652 -17.075 -15.494 0.0662 0.1008 -0.0485 0.1163
H -17.036 -17.444 -14.501 -0.3916 0.3237 -0.1758 0.1135
H -14.286 -17.270 -13.256 0.1125 0.3184 0.1864 0.1068
H -15.159 -18.671 -13.783 -0.3274 -0.4595 0.4783 0.1139
H -15.351 -18.850 -10.741 0.1830 -0.2218 -0.7046 0.0790
H -16.196 -17.511 -10.135 -0.5476 0.3101 -0.5131 0.0782
H -14.627 -17.218 -10.752 0.2866 -0.0596 -0.3958 0.0797
C -6.894 -5.122 -13.367 0.5492 -0.8031 -1.2788 -0.0652
O -6.621 -4.275 -14.509 -1.5807 -1.0349 0.5916 -0.2075
C -6.125 -3.025 -14.173 -0.4433 0.7236 -1.4992 -0.2267
C -6.337 -2.028 -15.401 -0.2981 0.4513 2.0741 -0.1463
N -7.634 -1.255 -15.343 0.9198 -0.7000 -0.6310 -0.0659
C -8.855 -2.062 -15.389 -0.1414 0.2211 1.5429 -0.1878
C -10.171 -1.352 -14.928 1.3056 -0.4465 -1.5157 -0.1976
O -11.205 -2.264 -15.201 0.2607 0.5042 -0.6172 -0.2195
C -12.438 -1.623 -15.326 -1.2640 -0.4646 0.6660 -0.1222
H -5.976 -5.692 -13.221 0.0074 -0.0720 0.5739 0.0730
H -7.649 -5.849 -13.666 -0.0235 0.0864 -0.2623 0.0511
H -7.254 -4.711 -12.423 0.2711 0.8615 -0.2129 0.0728
H -5.078 -3.177 -13.912 0.3471 0.6375 0.1737 0.1155
H -6.707 -2.631 -13.339 0.2227 0.3054 0.3351 0.1131
H -6.112 -2.499 -16.358 -0.5366 -0.1902 0.0177 0.1015
H -5.568 -1.268 -15.262 0.0884 0.1343 -0.1578 0.0994
H -7.565 -0.623 -14.558 -0.2803 -0.1369 0.1573 0.0961
H -8.812 -2.906 -14.701 0.3137 -0.5793 -0.2212 0.0896
H -8.948 -2.413 -16.417 -0.3854 -0.1260 0.0592 0.1101
H -10.233 -0.492 -15.594 -0.4552 0.5408 0.3075 0.1198
H -10.256 -1.104 -13.870 0.6105 0.3849 0.1178 0.1261
H -12.561 -0.767 -15.990 0.7810 -0.1918 -0.7866 0.0835
H -12.771 -1.185 -14.385 -0.0360 -0.2388 0.5774 0.0887
H -13.124 -2.424 -15.601 -0.3149 0.2977 -0.0318 0.0732
C -14.687 -10.281 -17.752 2.1102 0.0548 0.3262 -0.0873
O -14.197 -8.924 -17.757 -0.6294 -0.9282 -0.0417 -0.2085
C -15.199 -8.053 -17.265 0.6603 1.2898 -1.4887 -0.1958
C -14.695 -6.572 -17.469 -0.7478 -1.6053 1.2981 -0.1586
N -13.598 -6.299 -16.521 -0.0894 0.8669 -1.4067 -0.0442
C -12.836 -5.141 -17.053 1.0285 -1.2424 -0.4091 -0.1755
C -11.489 -5.055 -16.340 0.3461 -0.3307 1.0675 -0.1597
O -10.698 -6.275 -16.476 -0.7899 0.0677 -0.3507 -0.2144
C -9.554 -6.398 -15.645 -0.1749 1.0724 0.2270 -0.0980
H -13.847 -10.845 -18.158 -0.0455 -0.1751 -0.2055 0.0790
H -15.562 -10.545 -18.346 -0.2996 0.7058 -0.0123 0.0915
H -14.760 -10.637 -16.724 -0.5643 0.0214 0.1767 0.0638
H -15.456 -8.311 -16.238 -0.0126 0.2611 0.1921 0.1007
H -16.045 -8.230 -17.929 -0.5616 0.3321 0.2424 0.1031
H -15.524 -5.901 -17.249 -0.1613 0.0616 0.0759 0.1028
H -14.433 -6.377 -18.509 0.2394 -0.3403 -0.2063 0.1079
H -12.974 -7.092 -16.545 0.2221 -0.2464 0.1287 0.0958
H -13.464 -4.251 -17.005 0.3740 0.2764 0.3852 0.1026
H -12.640 -5.251 -18.119 -0.0430 -0.1770 -0.3315 0.1016
H -11.744 -4.926 -15.288 0.2813 0.0676 0.4134 0.1095
H -10.873 -4.202 -16.626 -0.1619 0.0591 -0.2128 0.0933
H -9.777 -6.489 -14.582 -0.5253 -0.4023 0.1972 0.0657
H -8.948 -5.492 -15.666 0.2635 0.2448 -0.4247 0.0750
H -8.927 -7.240 -15.939 -0.3399 -0.0551 -0.2496 0.0899
C -7.173 -9.064 -13.533 0.8677 1.6272 -0.2736 -0.1333
O -8.446 -9.106 -13.013 -1.4944 -0.9269 -0.0708 -0.1879
C -8.707 -8.250 -11.904 0.0328 -1.1818 -0.3466 -0.1842
C -10.104 -8.538 -11.362 0.7589 1.2184 -0.1525 -0.1744
N -10.330 -7.680 -10.194 0.7309 -1.2338 -0.1997 -0.0424
C -11.564 -8.089 -9.608 0.1913 0.7060 0.8011 -0.2127
C -11.821 -7.211 -8.358 -0.9379 -2.3539 -1.1377 -0.2351
O -11.803 -5.867 -8.688 0.5316 1.4464 0.6780 -0.1675
C -11.603 -5.131 -7.483 -0.4286 0.2375 0.1498 -0.1145
H -6.394 -9.134 -12.774 0.1307 -0.5466 0.2713 0.0741
H -7.017 -8.069 -13.950 0.2444 0.4230 -0.3023 0.0661
H -6.989 -9.734 -14.373 -0.4448 -0.4683 0.3802 0.0938
H -8.651 -7.208 -12.219 0.2242 0.2515 0.1479 0.0964
H -7.963 -8.513 -11.152 0.1217 0.5129 0.3566 0.1249
H -10.227 -9.586 -11.090 0.2018 -0.0586 0.1149 0.1212
H -10.837 -8.335 -12.143 -0.2334 -0.0635 -0.3469 0.1108
H -10.327 -6.690 -10.394 -0.0677 -0.0613 -0.3970 0.0628
H -11.458 -9.149 -9.380 -0.1201 -0.0182 0.6569 0.0828
H -12.368 -8.091 -10.345 -0.6471 0.4835 0.0446 0.1109
H -11.105 -7.473 -7.579 0.3227 0.1271 0.0114 0.1180
H -12.813 -7.498 -8.008 -0.3053 0.0753 0.4588 0.1179
H -10.683 -5.443 -6.989 0.1495 -0.0120 0.0218 0.0820
H -12.425 -5.273 -6.782 -0.2020 -0.4626 0.1235 0.0859
H -11.597 -4.047 -7.597 0.2397 -0.0674 -0.8006 0.0849
C -10.671 -4.634 -12.307 0.1904 -0.3375 -0.9615 -0.0989
O -9.951 -5.099 -11.197 1.0760 1.6995 1.5187 -0.2313
C -9.482 -4.036 -10.280 -1.0630 -0.2678 0.4295 -0.1552
C -8.506 -4.557 -9.217 -0.8162 -0.0526 -1.6890 -0.2019
N -7.297 -4.992 -9.909 -0.5860 1.3802 1.4810 -0.0536
C -6.279 -5.334 -8.933 0.3038 -1.2395 -2.2337 -0.1976
C -5.068 -5.739 -9.786 0.0994 -0.4700 0.7376 -0.2251
O -5.356 -6.801 -10.705 0.7138 -0.5937 0.6037 -0.2166
C -4.192 -7.134 -11.518 -1.2780 1.5210 0.0609 -0.0753
H -11.384 -3.825 -12.152 -0.1076 -0.0630 0.5281 0.0909
H -11.173 -5.502 -12.733 -0.3631 -0.0228 0.1984 0.0842
H -10.007 -4.318 -13.112 0.3725 0.3384 -0.0459 0.0686
H -10.326 -3.637 -9.717 -0.5949 -0.1973 -0.1375 0.1022
H -9.112 -3.157 -10.808 0.5187 -0.3150 -0.4691 0.1177
H -9.032 -5.292 -8.607 0.0422 -0.8630 -0.2528 0.0974
H -8.334 -3.799 -8.453 0.4765 0.5831 -0.4802 0.1236
H -7.506 -5.805 -10.472 -0.0156 -0.2300 0.0073 0.0874
H -6.679 -6.167 -8.355 0.5153 -0.2491 0.5638 0.1222
H -5.960 -4.519 -8.282 -0.3278 0.1952 -0.1288 0.1237
H -4.321 -6.023 -9.045 0.6083 -0.3559 -0.2587 0.1138
H -4.705 -4.877 -10.345 -0.0136 0.2372 -0.0440 0.1198
H -4.384 -8.000 -12.152 -0.1658 -0.0974 0.4673 0.0766
H -3.260 -7.210 -10.958 -0.1479 -0.2472 0.2347 0.0857
H -4.136 -6.265 -12.174 0.6691 -0.0199 -0.3855 0.0680
C -7.602 -15.565 -22.743 0.0915 0.3047 0.0863 -0.1274
O -8.540 -14.492 -22.764 0.3531 0.1774 0.7757 -0.2147
C -8.789 -13.778 -21.489 -0.3724 -1.0121 -1.9505 -0.1752
C -9.731 -12.634 -21.898 0.4291 -0.9754 1.4216 -0.2181
N -10.081 -11.881 -20.680 -0.3358 -0.6649 -1.3363 -0.0681
C -11.100 -10.856 -20.996 2.5380 0.2053 1.2289 -0.1918
C -11.143 -9.883 -19.821 -0.2231 0.0920 0.0899 -0.2037
O -9.940 -9.053 -19.706 -1.6466 -1.0397 -0.9270 -0.1746
C -10.080 -8.158 -18.640 1.0723 0.6312 0.3786 -0.1416
H -7.601 -16.113 -23.685 -0.9303 -0.0647 -0.0185 0.0795
H -7.778 -16.231 -21.899 -0.0657 -0.1859 -0.0205 0.0812
H -6.552 -15.274 -22.742 0.1714 0.7200 0.6205 0.0739
H -7.847 -13.465 -21.038 0.0887 0.2680 -0.0622 0.1173
H -9.310 -14.441 -20.799 0.0632 -0.1295 0.0944 0.1154
H -10.655 -13.079 -22.266 0.0650 -0.0538 -0.2253 0.1191
H -9.235 -12.112 -22.716 -0.1213 0.5840 -0.0181 0.1177
H -9.225 -11.488 -20.316 -0.1594 0.5881 0.1439 0.1028
H -12.051 -11.334 -21.231 -0.0304 0.1215 0.2517 0.1217
H -10.727 -10.299 -21.855 -0.4249 0.3244 -0.4001 0.1122
H -11.251 -10.369 -18.851 0.0440 -0.5552 0.0007 0.1121
H -12.095 -9.367 -19.945 0.2242 1.1076 0.0735 0.1039
H -9.119 -7.666 -18.492 0.2251 0.0582 -0.2913 0.0819
H -10.228 -8.650 -17.678 -0.6800 -0.2024 0.0299 0.0793
H -10.778 -7.340 -18.820 -0.4601 -0.3203 0.0558 0.0730
```
Forces are in eV/Å.

Properties
* molecular weight: 1366.01 g/mol
* HOMO level: -8.1 eV
* relative energy (zero: lowest compared OMol25 entry of this formula, charge and spin): 1.627 eV
* orbital gap: 0.3210 Ha